Entry 1:
Molecular formula: CHClFNO2
Method: DFT, the ωB97M-V functional and the def2-TZVPD basis

Values from the calculation:
Calculated total energy: -21871.268 eV
E_LUMO (spin up / spin down): 0.115 / -4.184 eV
Kohn-Sham gap (spin up / spin down): 10.3 / 7.2 eV
Total charge: 0
Expectation value of S²: 2.011
ΔE to the lowest compared entry with this formula, charge and spin: 45.3 kcal per mole
Multiplicity: 3

Geometry as XYZ:
```
7
Properties=species:S:1:pos:R:3:forces:R:3
C 0.184256 -0.237506 0.425342 0.040 -1.886 1.302
N 0.426093 -0.848381 -0.804040 1.633 -0.692 0.753
O 0.694330 -0.211201 -1.800488 -0.715 0.190 -0.381
O 0.594308 -2.069538 -0.632161 -0.389 0.252 -0.725
F -0.309493 0.942826 0.494372 -0.109 0.701 -0.076
Cl -1.893739 3.370714 1.023265 -0.035 0.053 0.012
H 0.304246 -0.946915 1.293710 -0.425 1.381 -0.885
```
Positions in Å, forces in eV/Å.


Entry 2:
Molecular formula: C16H34BCl3F8LiNO8
Method: DFT, the ωB97M-V functional and the def2-TZVPD basis

Values from the calculation:
Calculated total energy: -95193.755 eV
E_LUMO: 0.354 eV
Kohn-Sham gap: 10.5 eV
Total charge: 0

Geometry as XYZ:
```
72
Properties=species:S:1:pos:R:3:forces:R:3
Li -1.557362 0.518763 1.971914 0.327 -0.076 -0.533
C 2.989528 -4.387798 -1.954055 -0.040 -0.261 -0.314
O 1.724029 -3.996329 -1.459402 -0.052 0.221 0.201
C 1.130377 -2.991316 -2.256234 -0.104 -0.156 -0.577
C 0.299229 -2.041705 -1.413441 0.428 -0.953 -0.746
N -0.706642 -2.858951 -0.672863 -0.085 0.068 0.931
H -0.386545 -3.816854 -0.488578 0.392 0.064 -0.372
H -0.763662 -2.459111 0.288107 -0.504 0.028 -0.238
C -2.078527 -3.006674 -1.281274 1.238 0.493 -0.114
C -2.772259 -4.171960 -0.588744 0.433 0.750 -0.252
O -1.864827 -5.245197 -0.739006 -0.230 -0.345 0.054
C -2.316345 -6.411658 -0.087905 0.086 -0.542 0.587
H 3.708232 -3.570288 -1.863883 0.070 -0.032 0.017
H 2.915215 -4.692005 -3.003939 0.016 0.114 -0.050
H 3.335619 -5.263866 -1.410776 -0.072 0.137 0.260
H 0.482277 -3.456372 -3.011102 -0.128 -0.189 0.060
H 1.874289 -2.468746 -2.862592 0.103 0.347 0.358
H -0.199800 -1.359241 -2.096319 -0.154 0.224 0.335
H 0.919784 -1.505417 -0.701816 -0.185 0.104 0.096
H -1.853630 -3.222244 -2.325949 -0.381 -0.267 -0.083
H -2.522198 -2.014023 -1.249216 -0.433 -0.181 0.302
H -3.735440 -4.349942 -1.073549 -0.023 -0.195 0.037
H -2.912988 -3.961099 0.474479 -0.166 0.093 0.003
H -2.394613 -6.307141 1.000828 -0.148 0.497 -0.027
H -1.584712 -7.210061 -0.198645 0.031 0.109 -0.515
H -3.289372 -6.730575 -0.465488 0.003 -0.049 -0.135
B -1.271836 -1.613444 1.948287 0.253 -0.492 0.222
H -0.159595 -1.291770 1.844240 1.366 0.300 -0.159
H -1.861571 -1.162927 1.075310 -1.109 0.916 -1.559
H -1.420752 -2.761852 1.894770 -0.067 -1.363 0.161
H -1.705339 -1.212226 2.927926 -0.686 0.585 1.662
Cl -0.553160 1.449981 -0.944661 -0.460 1.903 1.484
O -0.243853 1.289172 0.481901 -0.404 -0.261 0.271
O -1.711387 0.662166 -1.263205 -0.292 -0.080 -0.168
O -0.790849 2.873058 -1.157684 -0.193 -1.031 -0.266
O 0.569394 1.027137 -1.684304 1.074 -0.497 -1.031
C 3.920957 3.642979 -0.963995 0.412 0.601 -0.127
C 3.698991 3.000547 0.402042 0.628 -0.106 -0.205
C 2.547314 3.625063 1.171320 -2.358 0.122 0.903
F 2.513915 3.303071 2.509726 1.087 0.129 -0.230
F 2.500697 4.978158 1.065747 0.709 -0.197 0.080
F 3.428151 1.671758 0.332188 -0.041 0.131 -0.196
F 4.898531 3.108713 1.049492 -0.357 0.119 0.167
O 2.676303 3.935077 -1.565113 -0.281 0.342 -0.301
C 2.657127 4.135022 -2.920467 -0.897 -1.281 0.738
C 1.176685 4.384386 -3.280327 -0.874 -0.786 0.891
F 0.680577 5.491992 -2.675122 0.513 0.326 -0.577
F 0.963951 4.410435 -4.613105 0.387 0.583 -0.017
F 3.538404 5.046673 -3.336803 0.053 0.093 -0.081
F 2.960293 2.936372 -3.509011 0.438 0.384 -0.447
H 4.569743 3.032690 -1.594891 -0.230 -0.357 0.143
H 4.456534 4.581605 -0.797573 -0.042 -0.039 0.192
H 1.566961 3.247182 0.861555 0.401 -0.096 -0.866
H 0.593595 3.554384 -2.867285 0.334 -0.083 -0.061
C -1.272890 0.641475 5.681011 -0.104 0.210 0.495
C 0.067798 1.162250 5.198316 0.404 1.139 -0.457
C -0.250415 1.833798 3.789773 1.656 -1.814 1.829
O -1.616090 1.491703 3.576542 -0.163 1.543 -0.903
C -2.284595 1.380470 4.819213 -0.569 -1.605 0.501
H -1.497100 0.848058 6.728783 0.285 -0.228 0.053
H -1.223818 -0.430960 5.499257 -0.748 -0.017 0.041
H 0.756122 0.327399 5.090584 0.129 0.140 -0.128
H 0.538864 1.897733 5.852294 -0.131 -0.060 0.096
H 0.423167 1.297320 3.118432 -0.582 0.086 -0.691
H 0.073371 2.871871 3.754791 -0.901 0.315 -0.014
H -3.194376 0.795477 4.661641 0.166 -0.150 -0.272
H -2.667361 2.277729 5.314947 0.698 0.611 -0.539
C -3.220456 2.696595 -3.941241 0.781 -0.693 0.762
Cl -4.724471 3.598894 -3.971741 0.112 0.061 -0.401
Cl -3.102570 1.329079 -5.120667 -0.241 0.700 0.547
H -2.322713 3.298668 -4.046828 -0.368 0.413 -0.618
H -3.121915 2.316876 -2.926601 -0.211 -0.516 -0.206
```
Positions in Å, forces in eV/Å.


Entry 3:
Molecular formula: C5H27NO8
Method: DFT, the ωB97M-V functional and the def2-TZVPD basis

Values from the calculation:
Calculated total energy: -23491.965 eV
E_LUMO: 0.226 eV
Kohn-Sham gap: 9.5 eV
Total charge: 0
ΔE to the lowest compared entry with this formula, charge and spin: 49.6 kcal per mole

Geometry as XYZ:
```
41
Properties=species:S:1:pos:R:3:forces:R:3
C 1.293270 0.310830 0.177831 -1.290 -0.440 0.635
C 1.621408 1.694226 -0.344803 0.895 0.000 -1.697
C 0.087150 0.313223 1.186232 1.173 0.336 1.979
N -1.295655 0.029375 0.873140 0.220 1.677 -1.707
C -1.787225 1.008246 -0.127650 -2.081 -1.367 0.870
C -3.166411 0.521837 -0.617675 0.030 -0.458 -0.642
O -3.027997 -0.386679 -1.739484 0.135 0.541 0.325
H 2.082781 -0.106790 0.810094 0.295 -0.140 -0.722
H 1.033702 -0.313920 -0.686757 0.473 -0.328 0.287
H 0.793522 2.061587 -0.954377 -0.249 0.702 1.030
H 2.079566 2.394657 0.347018 -0.722 0.122 0.459
H 2.371994 1.706462 -1.156872 0.184 -0.727 0.328
H 0.263530 -0.268305 2.105841 0.570 -0.351 -0.818
H 0.202052 1.302607 1.645223 -0.884 0.404 -0.281
H -1.459625 -0.895661 0.504989 0.425 -0.062 -0.272
H -1.946326 1.926093 0.433781 0.404 0.409 -0.384
H -1.190408 1.123454 -1.040946 0.248 0.310 0.341
H -3.733525 -0.072099 0.102719 0.283 0.392 0.568
H -3.798970 1.365053 -0.900227 0.093 0.002 -0.288
H -2.082077 -0.518467 -1.846564 -0.013 -0.170 -0.315
H 0.363518 1.440805 -2.617041 0.236 -0.447 -0.037
H 0.719858 1.951554 -4.023147 -0.002 -0.122 0.096
O 0.219693 2.158996 -3.227735 -0.251 0.486 -0.347
H 0.271103 -4.346770 -0.183645 -0.011 0.041 0.018
H -0.187392 -2.936214 0.237832 0.210 -0.528 -0.116
O 0.054285 -3.481144 -0.539866 -0.032 0.341 -0.242
H 3.668233 -2.053754 -1.415423 0.221 -0.163 -0.581
H 4.448265 -1.386968 -0.380422 0.567 0.046 -0.008
O 4.602724 -1.874274 -1.200748 -0.862 0.156 0.520
H 1.955079 -2.693572 -3.140572 0.340 0.306 -0.147
H 1.140488 -2.575896 -1.912620 0.143 0.218 0.517
O 1.861715 -2.108493 -2.377710 -0.478 -0.604 -0.190
H -1.623325 -0.563589 4.616555 -0.059 -0.142 0.031
H -1.827667 0.345995 3.426675 -0.004 -0.133 -0.402
O -1.781002 -0.586835 3.666292 -0.039 0.150 0.574
H 0.713897 4.247707 0.775844 -0.147 -0.004 -0.088
H -0.690876 4.230341 1.407262 -0.147 0.128 -0.181
O 0.229663 4.031229 1.577579 0.222 -0.079 0.311
H -0.462169 -2.670735 2.753784 0.450 -0.192 -0.179
H -1.429295 -1.928730 1.948264 0.099 0.212 -0.020
O -0.587549 -2.395381 1.837330 -0.644 -0.519 0.775
```
Positions in Å, forces in eV/Å.